{"formula": "C30H42BCoN7S4", "method": "ωB97M-V/def2-TZVPD", "multiplicity": 2, "orbital_gap_ha": [0.2520, 0.2814], "charge": 2, "symbols": ["Co", "C", "C", "C", "C", "N", "N", "B", "N", "N", "C", "C", "C", "C", "C", "S", "C", "C", "C", "C", "N", "N", "C", "C", "C", "C", "C", "S", "C", "C", "C", "C", "C", "S", "C", "C", "C", "C", "H", "H", "H", "H", "H", "H", "H", "H", "H", "H", "H", "H", "H", "H", "H", "H", "H", "H", "H", "H", "H", "H", "H", "H", "H", "H", "H", "H", "H", "H", "H", "H", "H", "H", "H", "H", "H", "H", "H", "S", "C", "C", "N", "C", "H", "H", "H"], "positions_angstrom": [[-2.48113, -0.81891, 2.41813], [-0.56675, 3.89156, 3.17648], [0.04198, 2.69008, 2.52423], [1.37322, 2.56344, 2.25743], [1.90161, 1.39378, 1.64672], [1.10798, 0.42384, 1.28932], [-0.19889, 0.56400, 1.52824], [-1.13084, -0.40998, 0.81414], [-1.80275, 0.23579, -0.38806], [-1.15041, 1.12203, -1.12456], [-1.74104, 1.53538, -2.22343], [-3.01580, 1.02711, -2.57889], [-3.68089, 0.11971, -1.79772], [-5.03533, -0.43560, -2.11843], [-3.00599, -0.25701, -0.63175], [-3.51037, -1.36454, 0.60581], [-1.01922, 2.54715, -3.09407], [-0.79022, 1.91104, -4.47501], [-1.89605, 3.80202, -3.23377], [0.32771, 2.93237, -2.48148], [-0.41093, -1.70678, 0.42559], [0.15625, -1.69516, -0.78196], [0.90912, -2.70707, -1.11524], [1.11908, -3.77970, -0.20936], [0.50887, -3.80338, 1.00991], [0.67155, -4.91685, 2.00162], [-0.32207, -2.69747, 1.31172], [-1.19475, -2.54936, 2.79721], [1.56632, -2.68384, -2.48245], [1.14986, -3.94179, -3.25984], [1.14410, -1.43603, -3.26167], [3.09284, -2.66859, -2.28823], [-0.77443, 1.59697, 2.14991], [-2.45889, 1.49372, 2.43476], [3.37208, 1.23998, 1.29597], [4.26146, 1.96779, 2.31296], [3.56241, 1.86266, -0.10190], [3.75670, -0.24227, 1.24979], [0.18609, 4.64360, 3.39984], [-1.32586, 4.33743, 2.53023], [-1.07134, 3.60485, 4.10221], [2.04531, 3.36892, 2.52580], [-3.48065, 1.37820, -3.49271], [-5.41166, -0.03543, -3.05615], [-4.99618, -1.52459, -2.19804], [-5.74868, -0.19595, -1.32631], [-1.72824, 1.63335, -4.96055], [-0.28662, 2.63161, -5.11986], [-0.16258, 1.02093, -4.39811], [-2.85791, 3.58201, -3.70115], [-2.08159, 4.26501, -2.26239], [-1.38301, 4.52821, -3.86449], [0.97479, 2.05831, -2.37242], [0.82467, 3.65324, -3.13169], [0.19713, 3.38714, -1.49737], [1.76481, -4.60057, -0.49582], [1.32728, -5.69313, 1.61498], [1.09021, -4.53550, 2.93517], [-0.29475, -5.36305, 2.24298], [0.06593, -3.97943, -3.39160], [1.61246, -3.92361, -4.24710], [1.46868, -4.86094, -2.76463], [0.06268, -1.41911, -3.42019], [1.43247, -0.52236, -2.73339], [1.63196, -1.44257, -4.23745], [3.44747, -3.53167, -1.72042], [3.58238, -2.69199, -3.26284], [3.40831, -1.76003, -1.76944], [4.13445, 3.05152, 2.27059], [4.06601, 1.62979, 3.33436], [5.30761, 1.76247, 2.08472], [3.21634, 2.89999, -0.13120], [4.62266, 1.85544, -0.36083], [3.01187, 1.29151, -0.85649], [3.57131, -0.72826, 2.21145], [3.19028, -0.77219, 0.48318], [4.81995, -0.33330, 1.02411], [-4.23851, -1.07908, 6.44674], [-2.67137, -0.41829, 6.59811], [-2.09531, -0.29700, 5.38091], [-2.87350, -0.76632, 4.34577], [-4.02642, -1.23052, 4.77551], [-2.26560, -0.13815, 7.55697], [-1.11545, 0.10483, 5.17725], [-4.78428, -1.65140, 4.12964]], "lowdin_spin": [1.07, 0.00, 0.00, 0.00, 0.00, 0.00, -0.01, -0.03, 0.00, 0.00, 0.00, 0.00, 0.00, 0.00, 0.00, -0.02, 0.00, 0.00, 0.00, 0.00, 0.00, 0.00, 0.00, 0.00, 0.00, 0.00, 0.00, 0.00, 0.00, 0.00, 0.00, 0.00, 0.00, 0.00, 0.00, 0.00, 0.00, 0.00, 0.00, 0.00, 0.00, 0.00, 0.00, 0.00, 0.00, 0.00, 0.00, 0.00, 0.00, 0.00, 0.00, 0.00, 0.00, 0.00, 0.00, 0.00, 0.00, 0.00, 0.00, 0.00, 0.00, 0.00, 0.00, 0.00, 0.00, 0.00, 0.00, 0.00, 0.00, 0.00, 0.00, 0.00, 0.00, 0.00, 0.00, 0.00, 0.00, 0.00, 0.00, 0.00, -0.01, 0.00, 0.00, 0.00, 0.00]}

***

{"formula": "C30H42FGaN7O", "method": "ωB97M-V/def2-TZVPD", "orbital_gap_ha": 0.2580, "charge": -1, "symbols": ["C", "C", "C", "Ga", "C", "C", "F", "N", "C", "O", "H", "H", "H", "H", "H", "H", "H", "H", "H", "H", "H", "H", "N", "C", "C", "C", "C", "H", "H", "H", "H", "H", "N", "C", "C", "C", "C", "H", "H", "H", "H", "H", "N", "C", "C", "C", "C", "H", "H", "H", "H", "H", "N", "C", "C", "C", "C", "H", "H", "H", "H", "H", "N", "C", "C", "C", "C", "H", "H", "H", "H", "H", "N", "C", "C", "C", "C", "H", "H", "H", "H", "H"], "positions_angstrom": [[1.53097, 4.98092, 0.68178], [2.57882, 4.62223, -0.38554], [3.23962, 3.23366, -0.16990], [3.62796, 2.30452, -1.92091], [1.91624, 1.63606, -2.79020], [0.86392, 2.67225, -3.07302], [-0.07700, 2.21815, -4.05269], [4.66204, 3.52981, -3.10141], [4.08320, 4.42078, -3.65731], [3.50973, 5.29746, -4.22006], [1.06261, 4.08431, 1.08998], [0.75016, 5.61016, 0.25127], [1.98791, 5.50704, 1.52004], [3.37479, 5.36393, -0.35367], [2.09260, 4.66941, -1.36099], [4.20592, 3.39095, 0.31145], [2.61482, 2.61023, 0.47075], [4.56976, 1.01104, -1.66199], [1.49390, 0.92090, -2.07720], [2.09194, 1.08139, -3.71467], [1.25582, 3.60935, -3.46607], [0.25255, 2.85966, -2.18873], [-0.79806, -3.50805, -1.08301], [0.54124, -3.21748, -1.08526], [0.73848, -2.14933, -1.91711], [-0.52848, -1.77483, -2.44039], [-1.45503, -2.63125, -1.91066], [-1.22532, -4.24494, -0.55475], [1.23430, -3.79105, -0.49409], [1.68353, -1.67677, -2.12846], [-0.72664, -0.96578, -3.12405], [-2.52201, -2.67238, -2.04292], [-4.68981, -4.41428, -2.58042], [-5.10978, -4.92693, -3.77568], [-6.47377, -4.81587, -3.82230], [-6.89149, -4.20995, -2.60500], [-5.76674, -3.97408, -1.86094], [-3.73468, -4.36978, -2.27880], [-4.40535, -5.32255, -4.48716], [-7.10308, -5.12942, -4.63840], [-7.90020, -3.97151, -2.31257], [-5.64211, -3.52961, -0.88851], [-4.00126, -7.39006, -8.38914], [-4.21861, -6.59309, -7.29832], [-3.16662, -5.72246, -7.19985], [-2.27976, -6.00589, -8.27446], [-2.82242, -7.03887, -8.98955], [-4.61228, -8.12155, -8.69984], [-5.09896, -6.71286, -6.68988], [-3.04236, -4.96393, -6.44523], [-1.35171, -5.50607, -8.49449], [-2.47296, -7.54970, -9.87007], [5.20329, -0.06575, 1.54939], [4.98479, 0.71777, 2.64857], [6.06899, 1.54161, 2.79615], [6.97072, 1.24696, 1.73545], [6.40572, 0.24894, 0.98782], [4.56650, -0.75173, 1.19027], [4.07682, 0.63405, 3.22041], [6.19256, 2.28679, 3.56424], [7.91516, 1.72439, 1.53571], [6.74349, -0.24585, 0.09456], [-1.31480, 3.33057, 3.09907], [-1.58034, 4.56879, 3.61183], [-1.31001, 4.53666, 4.95370], [-0.85886, 3.22312, 5.25947], [-0.87235, 2.50476, 4.09283], [-1.41936, 3.07063, 2.13527], [-1.93238, 5.36493, 2.97910], [-1.41741, 5.36090, 5.63840], [-0.55693, 2.85193, 6.22493], [-0.60264, 1.48344, 3.88601], [0.09543, 1.55030, 8.97912], [0.60083, 1.88649, 10.20446], [-0.45447, 2.06832, 11.05746], [-1.64430, 1.83236, 10.31444], [-1.27062, 1.51475, 9.03632], [0.64376, 1.36297, 8.15989], [1.66203, 1.96758, 10.36439], [-0.38295, 2.34164, 12.09678], [-2.65683, 1.89066, 10.67675], [-1.85605, 1.26947, 8.16683]], "mulliken_charge": [-1.23, -0.14, -0.59, 0.19, -0.38, -0.10, -0.39, -0.51, 0.77, -0.62, 0.16, 0.37, 0.35, 0.29, 0.00, 0.32, 0.30, -0.38, -0.09, 0.42, 0.12, 0.13, 0.07, -0.71, -0.30, -0.53, -0.64, 0.20, 0.40, 0.51, 0.51, 0.48, 0.05, -0.42, -0.19, -0.74, -0.31, 0.20, 0.24, 0.41, 0.39, 0.37, -0.01, -0.43, -0.07, -0.77, -0.44, 0.18, 0.34, 0.46, 0.38, 0.37, 0.09, -0.56, -0.38, -0.36, -0.55, 0.20, 0.41, 0.39, 0.39, 0.37, 0.05, -0.43, -0.73, 0.16, -0.83, 0.19, 0.38, 0.40, 0.44, 0.36, 0.01, -0.49, -0.40, -0.39, -0.48, 0.22, 0.37, 0.38, 0.40, 0.39]}

***

{"formula": "C30H42FHgN8S", "method": "ωB97M-V/def2-TZVPD", "multiplicity": 2, "orbital_gap_ha": [0.2664, 0.2506], "charge": 0, "symbols": ["Hg", "C", "N", "C", "C", "N", "C", "C", "C", "C", "C", "C", "N", "C", "N", "C", "C", "N", "C", "C", "N", "C", "C", "H", "H", "H", "H", "H", "H", "H", "H", "H", "H", "H", "H", "H", "H", "H", "H", "H", "H", "H", "H", "H", "H", "H", "H", "H", "H", "H", "H", "N", "C", "S", "N", "C", "C", "C", "C", "C", "C", "H", "H", "H", "H", "H", "H", "H", "H", "F", "C", "C", "C", "C", "C", "C", "C", "H", "H", "H", "H", "H", "H"], "positions_angstrom": [[-0.89270, -1.08705, -2.58729], [0.20540, -1.47355, 3.70141], [0.53800, -0.76425, 2.48501], [1.22420, 0.48675, 2.68321], [-0.19180, -1.02995, 1.33101], [-0.64880, -0.17635, 0.48471], [-0.99640, 1.13105, 0.76781], [-1.57560, 1.46995, 1.99411], [-2.07710, 2.73215, 2.24891], [-2.01400, 3.69565, 1.25931], [-1.44310, 3.39105, 0.04051], [-0.91990, 2.12435, -0.23839], [-0.50110, 1.82575, -1.51639], [0.05350, 2.68075, -2.31149], [0.92410, 3.67695, -1.93009], [1.59640, 3.65345, -0.66079], [0.92860, 4.95785, -2.59239], [-0.18290, 2.63155, -3.65289], [-1.39420, 2.03595, -4.15399], [0.90820, 2.72215, -4.59339], [-0.29310, -2.36785, 1.05671], [-1.41710, -2.92375, 0.35001], [0.72450, -3.32275, 1.41811], [-0.17500, -0.77265, 4.45101], [1.07520, -1.98865, 4.12051], [-0.57570, -2.20175, 3.50001], [0.63170, 1.18405, 3.28911], [1.43750, 0.95475, 1.72591], [2.16940, 0.29585, 3.20041], [-1.67830, 0.69295, 2.73951], [-2.53170, 2.95745, 3.20371], [-2.43510, 4.67705, 1.42321], [-1.43650, 4.13785, -0.74419], [1.71040, 2.62375, -0.32779], [1.05870, 4.21985, 0.11091], [2.58860, 4.09335, -0.78819], [0.22450, 4.94885, -3.41799], [1.92440, 5.20335, -2.96759], [0.63140, 5.74165, -1.88839], [-2.12300, 1.97935, -3.34829], [-1.22050, 1.02925, -4.55209], [-1.79060, 2.66195, -4.95799], [1.83890, 2.89195, -4.05909], [0.74750, 3.53055, -5.31309], [1.00420, 1.78215, -5.13999], [-2.09770, -2.12625, 0.06991], [-1.94440, -3.63735, 0.99541], [-1.09520, -3.45265, -0.55259], [1.59470, -2.82255, 1.83931], [1.03540, -3.87225, 0.52071], [0.34650, -4.04935, 2.14421], [2.04840, -0.23025, -0.72959], [2.85490, -0.77295, -1.66399], [2.84100, -0.26315, -3.23609], [3.72960, -1.74655, -1.28939], [4.03230, -2.21755, -0.00869], [4.35210, -3.56605, 0.16621], [4.71570, -4.03755, 1.41391], [4.76070, -3.18115, 2.50241], [4.45500, -1.84235, 2.33241], [4.09810, -1.35865, 1.08711], [1.28580, 0.33725, -1.08639], [1.80570, -0.79085, 0.07471], [4.17540, -2.21895, -2.06379], [4.32440, -4.23695, -0.68009], [4.97670, -5.07675, 1.54731], [5.04740, -3.55845, 3.47141], [4.51530, -1.16785, 3.17281], [3.90100, -0.30735, 0.95311], [-5.01010, -3.38695, 2.71561], [-4.77350, -2.56395, 1.66471], [-5.10280, -2.98825, 0.38291], [-4.82130, -2.17525, -0.68529], [-4.19310, -0.91225, -0.50889], [-3.81040, -0.11995, -1.58129], [-3.93310, -0.50185, 0.82851], [-4.20220, -1.31945, 1.89631], [-5.56220, -3.95485, 0.24851], [-5.06810, -2.49725, -1.68509], [-3.37200, 0.84675, -1.40409], [-4.08790, -0.38265, -2.58769], [-3.48460, 0.46475, 0.98351], [-3.96860, -1.02545, 2.90881]], "lowdin_spin": [0.04, 0.00, 0.00, 0.00, 0.00, 0.00, 0.00, 0.00, 0.00, 0.00, 0.00, 0.00, 0.00, 0.00, 0.00, 0.00, 0.00, 0.00, 0.00, 0.00, 0.00, 0.00, 0.00, 0.00, 0.00, 0.00, 0.00, 0.00, 0.00, 0.00, 0.00, 0.00, 0.00, 0.00, 0.00, 0.00, 0.00, 0.00, 0.00, 0.00, 0.00, 0.00, 0.00, 0.00, 0.00, 0.00, 0.00, 0.00, 0.00, 0.00, 0.00, 0.00, 0.00, 0.00, 0.00, 0.00, 0.00, 0.00, 0.00, 0.00, 0.00, 0.00, 0.00, 0.00, 0.00, 0.00, 0.00, 0.00, 0.00, 0.04, 0.13, -0.01, 0.12, 0.05, 0.47, 0.12, -0.02, 0.00, 0.01, 0.02, 0.02, 0.00, 0.00]}

***

{"formula": "C30H42FN6O5Zr", "method": "ωB97M-V/def2-TZVPD", "orbital_gap_ha": 0.2919, "charge": 1, "symbols": ["Zr", "O", "C", "C", "N", "C", "C", "O", "O", "C", "C", "O", "O", "H", "H", "H", "H", "H", "H", "H", "H", "H", "C", "C", "C", "C", "C", "C", "C", "C", "C", "C", "C", "C", "N", "C", "C", "C", "C", "C", "C", "F", "H", "H", "H", "H", "H", "H", "H", "H", "H", "H", "H", "H", "H", "H", "H", "H", "H", "H", "H", "H", "H", "C", "N", "C", "N", "C", "N", "C", "N", "C", "C", "H", "H", "H", "H", "H", "H", "H", "H", "H", "H", "H", "H"], "positions_angstrom": [[-0.66100, 0.91979, -0.11205], [-2.48904, 2.44081, -0.56271], [-2.49035, 3.57766, 0.34164], [-2.05709, 3.08251, 1.69851], [-0.68883, 2.50332, 1.69074], [0.33028, 3.54169, 1.45496], [0.52583, 3.75947, -0.04293], [0.93274, 4.79643, -0.48858], [0.21448, 2.68853, -0.74935], [-0.48319, 1.75928, 2.95110], [-1.24506, 0.44359, 2.85211], [-1.67249, -0.14782, 3.79815], [-1.34478, 0.04471, 1.58524], [-2.46156, 2.78358, -1.46589], [-3.50249, 3.97596, 0.40219], [-1.82937, 4.35234, -0.04654], [-2.75163, 2.30782, 2.03140], [-2.11065, 3.90727, 2.41533], [1.28204, 3.18095, 1.84023], [0.09396, 4.48159, 1.95611], [-0.79612, 2.32652, 3.82856], [0.57765, 1.51140, 3.05075], [1.10281, -3.51762, 0.52607], [0.56443, -2.45224, 1.48721], [-0.05150, -3.11864, 2.71617], [1.63270, -1.42412, 1.81951], [2.39610, -1.58099, 2.97079], [3.42853, -0.71006, 3.27154], [3.70792, 0.34322, 2.42181], [2.96396, 0.56159, 1.26507], [3.35700, 1.73335, 0.37452], [4.53509, 1.39041, -0.54878], [3.76543, 2.97549, 1.18405], [1.91174, -0.33240, 0.97152], [1.12149, -0.13810, -0.22516], [1.69535, -0.51197, -1.44131], [2.83396, -1.29935, -1.62297], [3.27153, -1.61683, -2.90033], [2.60174, -1.16630, -4.03146], [1.45735, -0.39091, -3.88571], [1.06638, -0.11005, -2.60636], [-0.12184, 0.61591, -2.38386], [0.33133, -4.26169, 0.31540], [1.95269, -4.03692, 0.97366], [1.42669, -3.08984, -0.42198], [-0.23803, -1.91903, 0.98597], [0.65148, -3.80044, 3.19748], [-0.91356, -3.71552, 2.41321], [-0.39255, -2.38723, 3.44850], [2.18601, -2.40346, 3.63980], [4.01730, -0.85618, 4.16765], [4.52326, 1.01314, 2.66145], [2.50410, 1.98589, -0.25762], [5.38986, 1.05852, 0.04456], [4.83338, 2.28122, -1.10367], [4.29483, 0.61405, -1.26888], [3.17259, 3.11980, 2.08801], [3.68120, 3.86902, 0.56470], [4.80573, 2.90171, 1.50428], [3.37463, -1.64582, -0.75160], [4.15790, -2.22623, -3.01423], [2.96107, -1.41534, -5.01931], [0.90107, -0.01795, -4.73479], [-3.48545, -0.77521, -0.15249], [-2.33936, -0.50134, -1.10878], [-2.97659, 0.01291, -2.38224], [-3.93865, -0.90853, -2.93485], [-4.99731, -1.13746, -1.94855], [-4.45162, -1.68961, -0.71010], [-3.78313, -2.95605, -1.01888], [-2.70583, -2.76120, -1.99387], [-1.73429, -1.84803, -1.44368], [-3.27311, -2.18517, -3.21303], [-3.96291, 0.18104, 0.07072], [-3.06810, -1.19129, 0.76058], [-2.19295, 0.19254, -3.11526], [-3.49161, 0.94292, -2.14218], [-5.72501, -1.83452, -2.36279], [-5.50027, -0.19277, -1.73384], [-4.51278, -3.65347, -1.42915], [-3.36794, -3.37765, -0.10216], [-0.92625, -1.69614, -2.16033], [-1.32518, -2.26993, -0.52696], [-3.99901, -2.88045, -3.63324], [-2.47711, -2.02607, -3.94285]], "mulliken_charge": [-0.48, -0.37, -0.83, -0.56, 0.33, -0.10, 0.85, -0.64, -0.89, -0.63, 0.41, -0.60, -0.38, 0.25, 0.49, 0.37, 0.42, 0.43, -0.46, 0.37, 0.49, 0.22, -1.34, 2.53, -2.17, 0.85, -0.51, -1.33, -0.65, 0.91, 1.38, -1.57, -2.24, -0.55, 2.88, 0.75, -0.96, -0.70, -0.91, -0.91, 0.06, -0.17, 0.45, 0.34, 0.24, -1.47, 0.49, 0.37, 0.37, 0.35, 0.43, 0.39, -0.38, 0.36, 0.48, 0.28, 0.58, 0.41, 0.54, 0.49, 0.47, 0.43, 0.55, -1.05, 2.71, -1.19, 0.05, -0.77, 0.15, -0.69, 0.19, -1.23, -0.68, 0.11, 0.19, 0.14, 0.37, 0.34, 0.33, 0.35, 0.35, 0.43, -0.05, 0.36, 0.36]}